Entry 1:
Density functional theory data (ωB97M-V/def2-TZVPD) for a single C3H5FS2 molecule at a distorted geometry.

Structure (XYZ):
```
11
C3H5FS2 (ωB97M-V/def2-TZVPD)
S 2.079 0.077 0.346
S -1.684 1.397 0.389
F -0.033 -1.832 -1.063
C 0.402 -0.286 0.974
C -0.688 0.153 0.087
C -0.786 -0.613 -1.226
H 0.259 -1.371 1.101
H 1.947 -0.682 -0.748
H -1.829 -0.770 -1.484
H 0.364 0.225 1.968
H -0.339 -0.013 -2.026
```

Output
Kohn-Sham gap   8.413 eV
Energy above the lowest of the compared OMol25 structures with the same formula, charge and spin   9.43 kcal per mole
LUMO energy   -0.63 eV
Spin multiplicity   1

=====

Entry 2:
Density functional theory data (ωB97M-V/def2-TZVPD) for a single C5H10O2 molecule at a distorted geometry.

Structure (XYZ):
```
17
C5H10O2 (ωB97M-V/def2-TZVPD)
O 1.354 0.755 -0.553
O -0.467 2.760 -1.033
C -0.948 0.363 -1.089
C -1.162 1.852 -1.505
C 1.179 -1.605 1.499
C 0.308 -1.354 0.276
C 0.157 0.175 -0.042
H -1.954 2.224 -2.195
H 0.744 -1.860 -0.598
H -0.664 -1.865 0.440
H -0.116 0.717 0.885
H -1.870 -0.066 -0.665
H 1.110 1.678 -0.764
H 1.340 -2.673 1.689
H -0.666 -0.269 -1.953
H 0.711 -1.176 2.391
H 2.141 -1.117 1.340
```

Output
Kohn-Sham gap   10.940 eV
Energy above the lowest of the compared OMol25 structures with the same formula, charge and spin   34.72 kcal per mole
LUMO energy   0.81 eV
Spin multiplicity   1

=====

Entry 3:
Density functional theory data (ωB97M-V/def2-TZVPD) for 3 unconnected molecules or ions with the total composition C4H17N2O2 at a distorted geometry.

Structure (XYZ):
```
25
C4H17N2O2 (ωB97M-V/def2-TZVPD)
O 2.383 -2.464 -0.871
O 1.826 1.936 -0.972
N 0.857 -0.250 0.431
N -1.537 1.153 0.065
C -0.391 -1.101 0.261
C -1.646 -0.223 0.525
C -2.460 1.335 -1.222
C 1.241 -0.147 1.840
H -0.369 -2.114 0.776
H 2.298 2.641 -1.486
H -1.802 1.811 0.760
H -1.697 -0.254 1.582
H -2.132 0.245 -1.828
H 0.747 0.820 -0.037
H 2.533 -2.840 -1.730
H -0.455 -1.394 -0.749
H 2.494 -3.116 -0.274
H 1.603 -0.778 -0.233
H -3.572 1.582 -0.938
H -2.557 -0.778 0.083
H 2.088 0.519 1.986
H 0.411 0.169 2.427
H 0.853 2.019 -1.266
H 1.415 -1.113 2.505
H -2.131 2.343 -1.636
```

Output
Kohn-Sham gap   10.562 eV
Energy above the lowest of the compared OMol25 structures with the same formula, charge and spin   82.08 kcal per mole
Total charge   +1
LUMO energy   -2.63 eV
Spin multiplicity   1

=====

Entry 4:
Density functional theory data (ωB97M-V/def2-TZVPD) for a molecular structure, C8H10AuO5P at a distorted geometry.

Structure (XYZ):
```
25
C8H10AuO5P (ωB97M-V/def2-TZVPD)
Au -0.589 -0.515 -1.346
P 0.769 0.542 0.628
O -1.716 -1.828 -3.843
O -2.062 2.284 -2.060
O 0.198 -3.655 -0.492
O -3.349 -0.981 1.176
O 1.771 -0.245 -3.410
C -1.964 -1.492 -2.733
C -0.052 -2.561 -0.672
C -2.328 -0.790 0.733
C -0.383 1.629 1.535
C -1.500 1.391 -1.622
C 1.166 -0.208 -2.427
C 2.296 1.495 0.875
C 1.105 -0.821 1.796
H 2.428 1.681 1.971
H -0.544 2.527 0.932
H 2.252 2.476 0.377
H 1.513 -0.384 2.718
H -1.340 1.121 1.708
H 0.083 1.906 2.489
H -2.986 -1.653 -2.226
H 1.851 -1.477 1.345
H 3.183 0.950 0.522
H 0.198 -1.393 2.027
```

Output
Kohn-Sham gap (spin up / spin down)   8.048 / 6.184 eV
Energy above the lowest of the compared OMol25 structures with the same formula, charge and spin   0.00 kcal per mole
Total charge   +2
LUMO energy (spin up / spin down)   -7.81 / -11.51 eV
Spin multiplicity   3

=====

Entry 5:
Density functional theory data (ωB97M-V/def2-TZVPD) for a single C4H5I2NO molecule at a distorted geometry.

Structure (XYZ):
```
13
C4H5I2NO (ωB97M-V/def2-TZVPD)
I -4.598 -1.621 0.042
I -4.358 1.752 0.160
O -1.625 2.098 -1.170
N 0.120 0.571 -0.813
C 0.599 -0.610 -0.153
C -1.181 1.002 -0.862
C -3.343 0.007 -0.269
C -2.081 -0.149 -0.586
H 0.700 1.387 -0.915
H -1.757 -1.118 -0.781
H 1.449 -0.835 -0.595
H -0.113 -1.355 -0.274
H 0.758 -0.327 0.887
```

Output
Kohn-Sham gap   9.132 eV
Energy above the lowest of the compared OMol25 structures with the same formula, charge and spin   19.66 kcal per mole
LUMO energy   0.22 eV
Spin multiplicity   1

=====

Entry 6:
Density functional theory data (ωB97M-V/def2-TZVPD) for 5 unconnected molecules or ions with the total composition H10O5 at a distorted geometry.

Structure (XYZ):
```
15
H10O5 (ωB97M-V/def2-TZVPD)
O 1.608 0.128 3.552
O -0.692 -0.171 -0.699
O 0.341 0.117 1.695
O -2.739 -1.104 -0.081
O 1.577 1.107 -4.435
H -0.411 0.381 1.171
H 0.754 1.680 -4.513
H 2.387 0.237 4.015
H 1.960 0.388 2.704
H -3.575 -1.515 -0.413
H -0.466 0.296 -1.454
H -2.411 -1.788 0.435
H 1.818 1.364 -3.535
H -0.030 -0.520 2.213
H -0.790 -1.129 -0.875
```

Output
Kohn-Sham gap   10.698 eV
Energy above the lowest of the compared OMol25 structures with the same formula, charge and spin   62.42 kcal per mole
LUMO energy   0.42 eV
Spin multiplicity   1

=====

Entry 7:
Density functional theory data (ωB97M-V/def2-TZVPD) for a single C4H7NO2 molecule.

Structure (XYZ):
```
14
C4H7NO2 (ωB97M-V/def2-TZVPD)
O -0.479 -0.276 -1.924
O 0.376 -0.727 2.504
N 0.182 -0.434 0.233
C 0.031 -0.057 1.558
C 0.806 -1.714 -0.076
C -0.689 1.745 -0.674
C -0.351 0.279 -0.852
H -0.558 2.201 -1.658
H -1.733 1.885 -0.372
H 1.513 -1.570 -0.896
H -0.037 2.250 0.044
H 1.320 -2.053 0.821
H -0.447 0.926 1.680
H 0.068 -2.454 -0.388
```

Output
Kohn-Sham gap   11.122 eV
Energy above the lowest of the compared OMol25 structures with the same formula, charge and spin   7.31 kcal per mole
LUMO energy   0.73 eV
Spin multiplicity   1

=====

Entry 8:
Density functional theory data (ωB97M-V/def2-TZVPD) for a molecular structure, C23H27BrN6O3V at a distorted geometry.

Structure (XYZ):
```
61
C23H27BrN6O3V (ωB97M-V/def2-TZVPD)
Br 3.103 3.174 6.159
V 1.420 0.292 -0.437
O 4.927 -0.575 -1.954
O 1.701 1.602 0.567
O 3.011 -0.010 -0.867
N 2.074 1.320 -2.693
N 1.016 -0.660 1.362
N -2.651 1.303 -1.179
N 1.043 -1.618 -1.029
N -0.405 0.856 -0.774
N 3.276 0.645 -2.983
C -4.633 -0.164 -0.639
C 1.268 -2.072 -2.262
C -0.400 -4.119 1.919
C 2.642 3.238 2.054
C -2.771 2.671 0.918
C 0.501 -1.998 1.226
C -1.618 0.510 -1.306
C 0.999 -3.386 -2.632
C 0.254 -3.816 -0.377
C 2.072 1.479 4.160
C -0.258 -4.631 0.661
C -1.736 -0.800 -2.013
C 2.958 3.573 3.365
C -4.032 0.883 -1.568
C 3.890 -0.031 -1.963
C 1.747 1.138 2.850
C 0.479 -4.254 -1.700
C -0.009 -2.794 2.215
C -2.561 2.665 -0.590
C 2.029 2.034 1.821
C 0.588 -2.489 -0.076
C 2.670 2.705 4.417
C 1.227 -0.161 2.544
H -0.801 -4.734 2.714
H -1.692 -1.617 -1.291
H -0.530 -5.658 0.448
H -3.690 2.151 1.187
H 1.207 -3.702 -3.644
H -5.548 -0.548 -1.091
H -4.896 0.261 0.329
H 1.011 -0.796 3.397
H -4.024 0.552 -2.604
H -1.943 2.196 1.451
H 1.663 -1.375 -2.990
H -0.905 -0.908 -2.706
H -4.633 1.788 -1.542
H 1.880 0.787 4.972
H 2.250 2.319 -2.594
H -3.963 -1.008 -0.475
H -2.658 -0.892 -2.570
H 3.844 0.924 -3.774
H -1.613 3.122 -0.873
H -3.321 3.262 -1.085
H 2.859 3.913 1.236
H 0.260 -5.281 -1.969
H 1.437 1.198 -3.474
H 3.438 4.520 3.573
H -2.859 3.699 1.267
H -0.119 -2.442 3.233
H -0.474 1.756 -0.320
```

Output
Kohn-Sham gap   5.167 eV
Energy above the lowest of the compared OMol25 structures with the same formula, charge and spin   9.54 kcal per mole
Total charge   +3
LUMO energy   -11.68 eV
Spin multiplicity   1